DFT (ωB97M-V/def2-TZVPD) results for a structure of composition C43H35FN14O3Pb.

Calculated values
max |F| = 0.55 eV/A
E_HOMO = -12.89 eV
E_LUMO = -6.139 eV
total charge = +2

```
97
Properties=species:S:1:pos:R:3:forces:R:3
Pb 0.129 -0.084 0.538 0.04 -0.32 -0.04
C -2.462 1.657 4.060 -0.04 -0.01 -0.01
C -3.783 1.298 3.833 0.05 0.01 0.01
C -4.106 0.682 2.641 -0.05 0.01 -0.04
C -3.116 0.458 1.685 0.03 0.10 0.02
N -1.839 0.809 1.905 -0.11 -0.06 0.06
C -1.534 1.381 3.077 -0.04 0.02 -0.02
N -3.561 -0.193 0.531 0.05 -0.08 -0.08
C -3.040 -0.195 -0.626 -0.03 -0.03 0.13
N -1.848 0.444 -1.064 -0.14 0.50 -0.14
C -1.809 0.318 -2.364 -0.01 -0.13 0.15
N -0.942 0.882 -3.267 0.10 0.10 -0.09
C 0.157 1.495 -3.029 -0.15 -0.16 0.02
C 0.922 1.987 -4.194 0.07 -0.02 -0.04
C 2.242 1.860 -4.151 0.03 -0.12 0.03
C 2.839 1.214 -2.919 0.11 -0.07 -0.01
C 2.016 1.643 -1.724 -0.21 -0.16 -0.09
N 0.742 1.720 -1.775 0.24 -0.06 0.09
C -2.906 -0.515 -2.887 0.06 0.04 -0.04
C -3.227 -0.931 -4.163 0.01 -0.03 0.01
C -4.351 -1.743 -4.296 0.01 -0.01 0.01
C -5.121 -2.094 -3.190 0.00 0.00 0.00
C -4.800 -1.646 -1.909 0.02 -0.03 0.00
C -3.673 -0.862 -1.786 0.01 -0.01 0.06
H -2.152 2.130 4.980 0.00 0.00 0.00
H -4.545 1.484 4.578 -0.01 0.00 0.00
H -5.112 0.363 2.413 -0.01 0.00 0.01
H -0.491 1.629 3.227 0.01 0.00 0.01
H 0.371 2.305 -5.068 0.00 0.04 0.00
H 2.887 2.092 -4.986 0.00 0.01 -0.01
H 3.891 1.454 -2.779 -0.03 -0.03 0.03
H 2.523 1.927 -0.808 0.01 -0.02 0.05
H -2.632 -0.638 -5.018 0.00 0.01 0.00
H -4.640 -2.101 -5.275 -0.01 0.00 0.00
H -5.992 -2.720 -3.331 0.00 -0.01 0.00
H -5.405 -1.900 -1.049 -0.01 0.00 0.00
N 2.875 0.369 3.386 0.02 -0.08 0.08
C 2.497 1.577 2.832 -0.03 0.13 -0.03
C 3.125 2.726 3.353 0.01 -0.03 0.01
C 2.775 3.960 2.874 -0.01 0.03 -0.01
C 1.803 4.057 1.873 0.02 0.00 0.02
C 1.242 2.892 1.424 -0.04 -0.05 0.00
N 1.569 1.665 1.886 0.12 0.00 0.04
C 2.741 -0.972 3.027 0.00 -0.01 0.00
C 3.509 -1.881 3.773 0.00 -0.02 -0.02
C 3.454 -3.215 3.459 -0.01 0.00 0.01
C 2.640 -3.631 2.406 0.00 0.00 -0.01
C 1.912 -2.675 1.744 -0.03 0.05 -0.04
N 1.939 -1.364 2.046 0.03 0.17 0.14
H 3.529 0.489 4.142 0.00 -0.01 -0.01
H 3.880 2.626 4.122 0.00 0.00 0.00
H 3.251 4.848 3.268 0.00 0.00 0.00
H 1.494 5.010 1.470 0.00 0.01 0.00
H 0.476 2.912 0.653 0.00 0.00 -0.01
H 4.140 -1.527 4.577 0.01 0.00 0.00
H 4.040 -3.928 4.023 0.00 0.00 -0.01
H 2.574 -4.669 2.115 0.00 -0.01 0.01
H 1.258 -2.948 0.924 -0.01 0.00 -0.02
C 4.055 -4.599 -5.285 -0.01 0.00 0.02
C 2.553 -4.826 -5.322 -0.01 0.02 -0.03
C 2.206 -6.302 -5.242 -0.01 0.00 0.04
C 0.712 -6.495 -5.420 0.01 -0.01 0.01
C -0.050 -5.644 -4.441 -0.03 -0.02 0.01
C -1.348 -5.961 -4.108 0.04 0.01 -0.01
C -2.049 -5.185 -3.191 -0.04 -0.01 0.01
F -3.318 -5.507 -2.919 0.00 0.00 0.01
C -1.473 -4.120 -2.561 0.00 0.00 -0.01
C -0.151 -3.786 -2.870 -0.01 0.10 0.05
C 0.460 -2.647 -2.175 0.25 -0.13 -0.16
O -0.143 -2.030 -1.278 -0.08 -0.08 -0.05
C 1.764 -2.299 -2.664 -0.03 -0.08 0.03
C 2.358 -3.017 -3.670 0.01 -0.04 -0.04
N 1.839 -4.114 -4.215 -0.04 0.02 0.03
C 0.551 -4.522 -3.836 0.07 0.02 -0.06
C 2.377 -1.057 -2.162 -0.20 0.51 -0.10
O 2.726 -0.227 -3.171 -0.09 0.04 0.00
O 2.431 -0.726 -1.001 0.12 0.01 -0.03
H 4.514 -5.263 -6.015 0.00 0.01 -0.01
H 4.468 -4.841 -4.304 0.00 -0.01 0.00
H 4.345 -3.585 -5.557 0.01 0.01 0.00
H 2.147 -4.423 -6.255 0.00 0.00 0.00
H 2.533 -6.696 -4.275 0.01 -0.01 -0.01
H 2.757 -6.834 -6.016 0.00 0.01 -0.01
H 0.434 -7.540 -5.282 -0.01 0.00 0.00
H 0.424 -6.226 -6.441 0.00 0.00 0.00
H -1.837 -6.817 -4.557 -0.01 0.00 0.00
H -2.027 -3.524 -1.853 -0.02 -0.02 -0.23
H 3.315 -2.703 -4.054 0.01 0.00 0.01
N -3.138 -3.327 4.108 -0.05 0.09 -0.03
N -2.497 -3.060 2.918 0.05 -0.03 -0.09
N -2.885 -3.594 1.785 0.00 0.03 -0.04
C -2.079 -2.983 0.925 -0.08 -0.09 0.08
N -1.254 -2.133 1.537 0.01 -0.01 0.14
N -1.540 -2.194 2.830 0.02 0.10 -0.04
H -3.545 -4.252 4.037 0.03 -0.03 0.06
H -2.460 -3.259 4.858 0.00 -0.08 0.03
H -2.092 -3.148 -0.136 0.02 0.03 0.21
```
Positions in Å, forces in eV/Å.